# 1
The following is a DFT calculation (ωB97M-V/def2-TZVPD) of 3 unconnected molecules or ions with the total composition C18H41FN7O6P2S in a non-equilibrium geometry.

Each line ends with the Löwdin charge.
Geometry (Å):
1 O -2.539720 -0.700020 1.597665  0.051
2 C -3.163451 -1.397394 0.620166  -0.221
3 O -2.388847 -2.238483 -0.351305  0.027
4 C -4.810902 -1.436194 0.441983  0.051
5 C -5.514861 -2.937347 0.425697  0.105
6 C -7.179414 -2.986962 0.273916  0.096
7 N -7.997370 -1.699348 0.170497  0.046
8 C -7.389258 -0.300208 0.153037  0.106
9 C -5.764983 -0.112313 0.283976  -0.106
10 S -5.074266 1.627869 0.233609  0.910
11 O -4.925729 2.300938 1.632585  -0.282
12 O -3.680870 1.586251 -0.491476  -0.322
13 F -6.166964 2.546803 -0.776129  -0.234
14 H -3.046339 -2.402670 -1.100536  0.135
15 H -4.870955 -3.921860 0.509926  0.147
16 H -7.734161 -4.036129 0.263876  0.159
17 H -9.036570 -1.785866 0.105376  0.162
18 H -8.094284 0.628156 0.049081  0.161
19 O 2.211141 3.620901 -2.089788  -0.307
20 P 0.913660 3.804327 -1.265087  0.766
21 N 1.097535 5.515903 -1.332828  -0.317
22 C 0.742286 6.519522 -0.341365  -0.134
23 C 0.963215 6.096034 -2.675153  -0.141
24 N 1.668099 3.241598 0.181060  -0.346
25 C 1.945965 4.072306 1.340809  -0.141
26 C 2.754850 2.266830 0.037779  -0.152
27 N -0.577986 4.015203 -0.316972  -0.255
28 C -1.055475 2.764043 0.321511  -0.144
29 C -1.715264 4.448438 -1.160056  -0.136
30 H -0.333869 6.701701 -0.278292  0.069
31 H 1.212880 7.482767 -0.577836  0.087
32 H 1.102312 6.293033 0.656356  0.047
33 H -0.084878 6.181421 -2.973889  0.061
34 H 1.469727 5.490318 -3.433030  0.070
35 H 1.418123 7.091172 -2.734816  0.082
36 H 2.713902 4.821137 1.127198  0.087
37 H 2.294244 3.470846 2.189987  0.080
38 H 1.039608 4.555935 1.713613  0.069
39 H 3.698478 2.750320 -0.236539  0.083
40 H 2.506235 1.517621 -0.722349  0.065
41 H 2.915184 1.708103 0.967946  0.066
42 H -1.182886 1.967451 -0.420814  0.074
43 H -2.013452 2.924080 0.831137  0.066
44 H -0.379486 2.399988 1.100092  0.078
45 H -1.878817 3.752717 -1.991441  0.086
46 H -1.567235 5.442021 -1.581835  0.058
47 H -2.638623 4.518779 -0.573388  0.084
48 O 1.026505 -4.105992 -1.161547  -0.322
49 P 2.149489 -3.434860 -0.333464  0.768
50 N 3.212330 -4.742589 -0.691380  -0.318
51 C 4.258891 -5.329414 0.131298  -0.133
52 C 3.589180 -4.859099 -2.105890  -0.140
53 N 1.355775 -3.782948 1.158526  -0.344
54 C 1.848921 -4.720676 2.153400  -0.142
55 C -0.109310 -3.853315 1.141005  -0.156
56 N 3.440526 -2.663293 0.618539  -0.260
57 C 2.960984 -1.549064 1.472700  -0.133
58 C 4.470343 -2.041015 -0.244091  -0.131
59 H 5.153706 -4.705160 0.201221  0.071
60 H 4.578911 -6.296269 -0.278576  0.087
61 H 3.938147 -5.568518 1.139423  0.047
62 H 4.362731 -4.135957 -2.377402  0.064
63 H 2.736088 -4.688408 -2.769910  0.068
64 H 3.959061 -5.862195 -2.346280  0.081
65 H 1.810483 -5.751905 1.791195  0.086
66 H 1.259972 -4.670154 3.077924  0.079
67 H 2.863584 -4.469561 2.472404  0.071
68 H -0.463586 -4.815807 0.756891  0.080
69 H -0.528941 -3.049706 0.525343  0.038
70 H -0.527837 -3.711312 2.144880  0.078
71 H 2.424062 -0.800670 0.878174  0.071
72 H 3.798146 -1.056473 1.982176  0.087
73 H 2.299983 -1.884537 2.276578  0.074
74 H 4.021395 -1.324413 -0.941877  0.087
75 H 5.022608 -2.774830 -0.830210  0.058
76 H 5.227323 -1.521600 0.354999  0.091

Forces on atoms 1 to 3 (eV/Å):
-4.99 -5.12 -7.07
4.50 2.58 3.52
-4.48 2.75 1.94

Values from the calculation:
M, g/mol: 564.58
Kohn-Sham gap, eV: 2.528
Total charge: +1
E, a.u.: -2725.068289

# 2
The following is a DFT calculation (ωB97M-V/def2-TZVPD) of a molecular structure, C18H41N2OP3SSm in a non-equilibrium geometry.

Each line ends with the Löwdin charge.
Geometry (Å):
1 Sm 0.129144 0.372215 0.424672  1.113
2 P 0.413396 -2.599443 -0.074907  0.702
3 P 2.540267 -0.103555 1.991242  0.666
4 P -2.711906 0.415401 0.359314  0.682
5 H 1.810243 3.154018 0.099845  0.095
6 C 0.733340 3.039151 0.285164  -0.080
7 C 0.246606 2.813435 1.555140  -0.150
8 H 0.886148 2.944979 2.435064  0.064
9 C 1.068871 -2.359412 -1.777156  -0.280
10 C 1.537063 -3.940704 0.516485  -0.242
11 C -1.062054 -3.552229 -0.577558  -0.256
12 C 3.155357 1.329331 2.956142  -0.241
13 C 2.960526 -1.459996 3.146293  -0.234
14 C 3.860421 -0.313277 0.740115  -0.259
15 C -3.437833 2.055677 0.751169  -0.232
16 C -4.034451 -0.759864 0.721294  -0.235
17 C -2.942256 0.488493 -1.455048  -0.280
18 H 0.059761 3.309473 -0.540669  0.095
19 H -0.831071 2.772998 1.767521  0.053
20 H 1.236683 -3.385979 -2.113009  0.067
21 H 2.035043 -1.850864 -1.683956  0.036
22 H 0.415981 -1.826837 -2.490691  0.044
23 H 1.442950 -4.794826 -0.170605  0.070
24 H 1.283250 -4.284506 1.531966  0.062
25 H 2.583536 -3.600885 0.515609  0.047
26 H -0.709372 -4.466121 -1.069943  0.070
27 H -1.611510 -2.934380 -1.296554  0.043
28 H -1.701619 -3.799927 0.278669  0.058
29 H 4.253192 1.357440 2.915535  0.076
30 H 2.834016 1.270123 4.004964  0.051
31 H 2.770117 2.260322 2.521821  0.020
32 H 4.047051 -1.471922 3.316782  0.080
33 H 2.664213 -2.428625 2.727170  0.037
34 H 2.450766 -1.330598 4.110803  0.029
35 H 4.822373 -0.434820 1.254289  0.071
36 H 3.900551 0.572233 0.090622  0.054
37 H 3.653923 -1.206873 0.131170  0.034
38 H -4.212575 2.290244 0.002881  0.078
39 H -2.649809 2.825996 0.726976  0.029
40 H -3.865005 2.008595 1.762702  0.068
41 H -4.932996 -0.484443 0.154751  0.079
42 H -4.228392 -0.746474 1.796344  0.061
43 H -3.712525 -1.766370 0.433555  0.050
44 H -4.003984 0.603135 -1.711793  0.083
45 H -2.545113 -0.440812 -1.885697  0.051
46 H -2.362535 1.337381 -1.836114  0.009
47 C -0.711659 1.122774 -4.044972  -0.319
48 C -0.003674 0.473683 -5.069849  -0.023
49 C -0.053919 1.009402 -6.361222  -0.053
50 C -0.840301 2.129056 -6.648183  -0.054
51 C -1.683936 2.629112 -5.652141  -0.043
52 C -1.667714 2.076576 -4.362750  -0.028
53 O -0.399791 0.944883 -2.702013  -0.098
54 H 0.464740 0.486650 -2.592001  0.081
55 H 0.581557 -0.432702 -4.876331  0.114
56 H 0.546825 0.574340 -7.163087  0.123
57 H -0.808924 2.595059 -7.631301  0.122
58 H -2.355008 3.467168 -5.858714  0.124
59 H -2.335585 2.430535 -3.586152  0.102
60 N 0.215331 1.136095 4.885767  0.147
61 C 0.056026 -0.136389 4.466095  -0.838
62 N 0.316955 -1.107719 5.365852  0.138
63 S -0.468150 -0.554046 2.903279  0.539
64 H 0.368781 1.343396 5.872319  0.149
65 H 0.016855 1.917192 4.263169  0.101
66 H 0.155997 -2.069929 5.090375  0.126
67 H 0.365781 -0.912061 6.359468  0.146

Forces on atoms 1 to 3 (eV/Å):
-0.02 -1.54 -0.05
-0.18 -0.40 -0.65
1.22 0.00 0.16

Values from the calculation:
M, g/mol: 576.89
Kohn-Sham gap (spin up / spin down), eV: 4.494 / 5.092
2S+1: 6
ΔE to the lowest compared entry with this formula, charge and spin, kcal/mol: 32.6
Total charge: +3
E, a.u.: -2974.456914

# 3
The following is a DFT calculation (ωB97M-V/def2-TZVPD) of a molecular structure, C18H41N6OP2Sm in a non-equilibrium geometry.

Each line ends with the Löwdin charge.
Geometry (Å):
1 Sm 0.246985 0.129790 -0.068736  1.030
2 P -1.370770 0.755304 2.054236  0.904
3 P 0.427970 -0.459606 -2.781500  0.914
4 N -2.176401 -0.517456 -0.759577  -0.198
5 C -2.695112 -0.508665 1.740122  -0.284
6 H -2.663673 -1.225610 2.580212  0.097
7 H -3.650849 0.043653 1.810630  0.093
8 C -2.646656 -1.327862 0.406673  -0.249
9 H -1.986386 -2.207668 0.526826  0.099
10 H -3.660408 -1.714296 0.183053  0.132
11 C -2.348973 -1.158661 -2.123783  -0.208
12 H -2.801820 -0.402754 -2.796176  0.128
13 H -3.031395 -2.023968 -2.047332  0.128
14 C -1.008256 -1.664505 -2.733031  -0.304
15 H -1.148496 -2.017986 -3.772102  0.097
16 H -0.653364 -2.508030 -2.110723  0.075
17 C 2.126282 -1.149671 -3.173123  -0.512
18 C 2.856130 -1.531694 -1.872401  -0.138
19 H 2.450359 -2.423776 -1.395082  0.058
20 H 2.828638 -0.718369 -1.127719  0.036
21 H 3.917666 -1.725847 -2.052405  0.095
22 C -0.035602 0.893572 -3.911651  -0.549
23 C 0.810525 2.163509 -3.707479  -0.110
24 H 0.154731 3.032848 -3.822337  0.093
25 H 1.628933 2.258103 -4.429513  0.081
26 H 1.222606 2.242626 -2.692387  0.028
27 C -2.002692 2.444829 2.378187  -0.546
28 C -0.925778 3.439419 2.814933  -0.093
29 H -1.318256 4.444172 2.628473  0.099
30 H -0.018851 3.347141 2.209570  0.063
31 H -0.649554 3.373771 3.872312  0.082
32 C -0.287302 0.189246 3.457982  -0.559
33 C 1.096722 0.857890 3.499593  -0.119
34 H 1.754629 0.286284 4.167163  0.093
35 H 1.054238 1.887428 3.866444  0.077
36 H 1.616892 0.874674 2.531771  0.018
37 C 1.880822 2.038744 0.002221  -0.083
38 C -0.100922 0.321906 -5.336181  -0.102
39 H 0.263979 -0.716356 -5.404234  0.069
40 H -1.151052 0.306162 -5.660049  0.087
41 H 0.462305 0.945442 -6.044153  0.091
42 C -3.280836 2.397255 3.211490  -0.104
43 H -3.306331 3.235081 3.917008  0.095
44 H -4.130520 2.477662 2.520870  0.087
45 H -3.419201 1.464769 3.770331  0.063
46 C -1.042053 0.284387 4.781316  -0.100
47 H -0.402838 -0.109214 5.587438  0.096
48 H -1.309967 1.319261 5.036008  0.082
49 H -1.960202 -0.319275 4.768621  0.081
50 C 3.037085 -0.212868 -3.972923  -0.092
51 H 3.239087 0.733555 -3.452264  0.085
52 H 4.004496 -0.711443 -4.127619  0.098
53 H 2.630726 0.020670 -4.957303  0.076
54 H 1.918167 -2.057450 -3.764812  0.120
55 H -0.104290 -0.880785 3.260523  0.086
56 H -1.062518 1.136836 -3.582279  0.098
57 H -2.295029 2.743775 1.352023  0.100
58 O 2.677183 2.860836 0.120410  0.147
59 H -2.772390 0.314472 -0.799094  0.109
60 H -0.626375 1.767644 -0.779565  -0.103
61 N 3.540402 -3.017470 2.906474  0.168
62 N 2.504763 -2.834800 2.009803  -0.212
63 N 1.791262 -3.894513 1.571390  0.168
64 C 0.831357 -3.303104 0.864271  -0.172
65 N 0.921912 -1.953768 0.873015  -0.165
66 N 2.001672 -1.650335 1.670191  0.087
67 H 4.204091 -2.260896 3.025216  0.126
68 H 3.905837 -3.969912 2.916774  0.133
69 H 0.036666 -3.854101 0.363963  0.130

Forces on atoms 1 to 3 (eV/Å):
-0.27 0.05 -0.44
1.34 0.11 -0.38
-0.06 1.19 1.18

Values from the calculation:
M, g/mol: 569.88
Kohn-Sham gap (spin up / spin down), eV: 7.594 / 7.651
2S+1: 6
Total charge: +2
E, a.u.: -2454.230607